No. 1
{"formula": "C4H8N2O", "method": "ωB97M-V/def2-TZVPD", "smiles": "C=C(O)CN.C#N", "de_lowest_kj_mol": 367.5, "lumo_energy_ev": 0.7, "elements": ["C", "H", "H", "N", "N", "H", "H", "C", "C", "O", "C", "H", "H", "H", "H"], "xyz": [[0.205, -0.656, -1.066], [-0.455, 1.023, 0.182], [0.547, -0.916, 1.431], [-0.452, -0.779, 1.301], [-0.116, 2.260, 1.111], [-0.665, -0.047, 2.047], [-1.746, -0.270, -0.249], [-0.694, -0.206, 0.030], [-0.160, -0.715, -2.346], [1.474, -0.917, -0.628], [0.065, 1.872, 2.199], [0.545, -0.961, -3.127], [0.579, 1.928, 3.138], [2.049, -1.079, -1.385], [-1.178, -0.537, -2.638]], "atomic_forces_ev_per_a": [[-0.183, -0.063, -0.376], [-0.831, -3.058, -1.277], [0.014, -0.267, -0.192], [0.090, 0.466, 2.091], [0.137, 0.134, 2.155], [-0.024, -1.307, -1.065], [0.113, -0.128, -0.116], [0.361, 3.115, -0.077], [0.202, -0.167, 0.173], [0.019, 0.147, 0.085], [0.726, 1.504, -1.669], [0.083, -0.027, -0.036], [-0.442, -0.396, 0.253], [-0.093, -0.039, 0.029], [-0.172, 0.087, 0.023]]}

---

No. 2
{"formula": "C25H26F3Si", "method": "ωB97M-V/def2-TZVPD", "de_lowest_kj_mol": 60.4, "total_charge": 1, "lumo_energy_ev": -6.2, "elements": ["H", "C", "C", "H", "C", "H", "F", "H", "C", "C", "C", "C", "H", "C", "H", "C", "C", "H", "C", "C", "H", "F", "H", "H", "H", "C", "C", "H", "H", "F", "C", "C", "Si", "C", "C", "H", "H", "C", "H", "H", "H", "H", "C", "C", "H", "H", "H", "C", "H", "C", "C", "C", "H", "H", "H"], "xyz": [[4.687, 0.687, -2.534], [-3.065, 1.282, -2.116], [-3.163, -1.101, -1.570], [4.409, 3.172, -2.354], [2.647, 0.286, -1.950], [-1.074, 2.035, -2.484], [-5.789, -0.987, -1.089], [-4.863, -1.698, 2.948], [-0.447, -0.297, 2.697], [-5.287, 0.147, -1.678], [-3.748, 1.513, 2.897], [-1.884, -0.042, 2.803], [-4.099, 2.538, 2.975], [-2.377, 1.279, 2.844], [-0.141, -1.357, 2.740], [0.325, -0.038, -1.142], [-2.795, -1.122, 2.869], [-1.686, 2.116, 2.835], [1.404, 0.832, -1.498], [-4.648, 0.446, 2.885], [0.607, -0.982, -0.668], [-5.856, 0.234, -2.918], [-5.716, 0.638, 2.941], [-2.411, -2.144, 2.883], [-3.738, -2.014, -1.449], [3.727, 1.120, -2.223], [-4.163, -0.868, 2.895], [3.605, -0.962, 4.637], [-3.584, 2.221, -2.341], [-5.787, 1.192, -0.949], [-3.789, 0.127, -1.779], [0.515, 0.644, 2.472], [2.313, 0.218, 2.854], [2.549, -0.697, 4.485], [1.317, 2.236, -1.276], [1.968, -1.627, 4.506], [0.188, 1.575, 1.977], [-1.675, 1.205, -2.115], [3.911, -1.056, 1.429], [3.084, 2.301, 3.979], [3.167, 2.496, 2.203], [0.442, 2.633, -0.762], [2.357, 3.071, -1.676], [-1.017, 0.049, -1.588], [2.567, -0.421, 0.460], [4.409, 1.556, 3.063], [2.218, 4.157, -1.621], [3.572, 2.516, -2.116], [2.330, -1.842, 1.505], [3.335, 1.797, 3.033], [-1.800, -1.128, -1.420], [2.832, -0.868, 1.428], [-1.295, -2.050, -1.122], [2.240, -0.068, 5.331], [2.723, -0.795, -2.120]], "atomic_forces_ev_per_a": [[-0.526, 0.239, 0.083], [0.422, -0.151, 0.123], [0.002, -0.116, 0.051], [-0.246, -0.176, 0.020], [-0.246, -0.006, 0.192], [-0.204, -0.053, 0.287], [0.774, 1.120, -0.673], [0.096, 0.135, -0.047], [0.839, 0.428, -0.426], [-2.581, 0.018, 0.102], [0.209, -0.095, -0.059], [-0.594, -0.028, -0.446], [-0.070, -0.172, -0.102], [-0.273, -0.552, -0.081], [-0.125, 0.450, 0.776], [0.047, -0.396, -1.721], [0.244, 0.691, -0.197], [-0.106, -0.139, 0.122], [0.712, 0.973, 0.832], [0.289, -0.141, 0.258], [-0.087, 0.083, -0.212], [0.675, -0.080, 0.979], [0.183, -0.082, -0.052], [-0.136, 0.255, 0.017], [0.001, 0.263, 0.066], [-0.340, 0.138, -0.073], [-0.110, 0.103, 0.020], [-0.224, 0.106, -0.132], [0.257, -0.484, -0.046], [0.993, -0.859, -0.733], [0.227, -0.121, 0.075], [-0.607, -0.936, -0.453], [0.238, 0.441, 0.222], [-0.282, -0.085, -0.151], [0.018, -0.315, -0.715], [0.084, 0.139, 0.121], [0.188, 0.013, 0.985], [0.058, 0.246, 0.223], [-0.109, -0.040, -0.049], [0.030, -0.115, -0.323], [0.071, -0.057, 0.197], [0.162, 0.002, -0.294], [0.153, -0.171, 0.155], [-0.465, -0.201, 0.526], [0.156, -0.076, 0.343], [-0.282, 0.054, -0.006], [0.246, -0.481, 0.156], [-0.394, -0.214, 0.111], [0.045, 0.116, -0.014], [-0.064, -0.087, -0.238], [0.442, 0.077, 0.503], [0.361, -0.221, -0.254], [-0.218, 0.273, -0.044], [0.021, -0.182, -0.206], [0.046, 0.473, 0.206]]}

---

No. 3
{"formula": "C6H6O", "method": "ωB97M-V/def2-TZVPD", "smiles": "C#CC(=C=C)CO", "de_lowest_kj_mol": 357.2, "lumo_energy_ev": 0.8, "elements": ["C", "C", "C", "H", "H", "C", "H", "H", "H", "C", "O", "C", "H"], "xyz": [[1.443, 0.135, 0.459], [-0.709, -0.711, -0.368], [-0.697, 1.523, 0.488], [1.587, 0.117, 1.550], [-1.774, -2.514, -0.750], [-1.232, 2.567, 0.762], [-1.099, -1.515, -2.180], [1.963, 1.015, 0.070], [1.494, -1.758, 0.050], [-0.046, 0.285, 0.171], [2.023, -0.978, -0.168], [-1.230, -1.645, -1.110], [-1.722, 3.478, 1.025]], "atomic_forces_ev_per_a": [[-0.011, 0.316, 0.158], [0.023, 0.044, -0.191], [-0.221, 0.431, 0.205], [0.029, 0.003, -0.127], [0.118, 0.182, 0.068], [0.221, -0.398, -0.039], [-0.174, -0.190, -0.051], [-0.097, -0.072, 0.072], [0.115, 0.076, -0.078], [-0.108, -0.199, -0.075], [-0.087, -0.201, 0.117], [0.091, 0.143, 0.021], [0.101, -0.134, -0.080]]}

---

No. 4
{"formula": "C2H8Cl2N2Si", "method": "ωB97M-V/def2-TZVPD", "de_lowest_kj_mol": 286.4, "lumo_energy_ev": -1.3, "elements": ["H", "H", "C", "H", "H", "Cl", "N", "H", "C", "N", "Cl", "Si", "H", "H", "H"], "xyz": [[-0.339, 0.594, 2.027], [1.540, 0.837, 1.995], [-0.184, -0.895, -2.156], [-1.203, -1.208, -2.452], [0.487, -1.740, -1.922], [-1.313, -0.089, 3.448], [-0.454, -1.245, 0.156], [0.524, 2.155, 1.920], [0.611, 1.108, 1.530], [-0.153, -0.253, -0.799], [0.522, 2.587, -1.814], [0.484, 1.190, -0.342], [-1.106, -0.936, 1.023], [0.363, -1.817, 0.399], [0.221, -0.290, -3.015]], "atomic_forces_ev_per_a": [[0.973, 0.131, -0.270], [0.532, -0.856, -0.247], [0.409, 0.231, 0.151], [0.555, -0.006, 0.557], [-0.531, -0.066, -1.089], [-0.268, -0.241, -0.275], [-1.827, 0.154, 2.063], [-0.143, -0.451, -0.405], [-0.864, 2.831, -0.522], [-0.447, -0.785, -1.712], [0.083, -0.284, 0.495], [-0.051, -0.312, 2.089], [2.272, -0.733, -2.286], [-0.543, 0.625, 0.213], [-0.150, -0.235, 1.236]]}

---

What highest occupied orbital energy values result from the calculations? In sequence: -0.3042; -0.3971; -0.3367; -0.2969 hartree.